Density functional theory data (wB97M-V/def2-TZVPD) for C5H8N2O2S in the gas phase.

- gap between HOMO and LUMO (alpha / beta) (eV) = 10.53 / 4.53
- calculated total energy (eV) = -23220.108
- spin multiplicity = 1

Cartesian coordinates (Å):
C  -1.573  -1.235  -0.161
C  -0.263  -1.392  -0.914
C  0.950  -1.044  -0.029
C  1.345  0.438  0.031
C  0.545  1.294  1.037
N  -0.217  2.338  0.402
N  -1.221  2.094  -0.186
O  -1.936  -0.098  0.177
O  -2.071  2.581  -0.823
S  -2.408  -2.631  0.279
H  -0.170  -2.420  -1.259
H  -0.292  -0.725  -1.782
H  0.775  -1.417  0.982
H  1.813  -1.582  -0.430
H  2.401  0.488  0.310
H  1.259  0.869  -0.968
H  -0.150  0.654  1.592
H  1.214  1.788  1.741

---

Density functional theory data (wB97M-V/def2-TZVPD) for 2 unconnected molecules or ions with the total composition C9H9N3O2.

- gap between HOMO and LUMO (eV) = 9.74
- calculated total energy (eV) = -18042.916
- SMILES string = O=c1cc[nH]c(=O)[nH]1.c1ccncc1
- spin multiplicity = 1

Cartesian coordinates (Å):
C  2.364  1.278  0.219
C  1.919  0.334  1.193
C  2.462  -0.858  1.241
C  3.996  -0.425  -0.613
C  -3.902  -1.232  0.038
C  -4.335  0.127  0.223
C  -3.611  1.160  -0.246
C  -2.357  0.883  -0.882
C  -1.968  -0.470  -0.890
H  3.891  1.468  -1.272
H  1.097  0.520  1.786
H  2.000  -1.707  1.827
H  3.829  -2.277  0.373
H  -4.602  -2.162  0.453
H  -5.251  0.557  0.823
H  -3.914  2.196  0.028
H  -1.412  1.581  -1.025
H  -1.024  -0.749  -1.311
N  3.412  0.802  -0.624
N  3.578  -1.222  0.486
N  -2.717  -1.378  -0.534
O  1.801  2.392  0.167
O  4.745  -0.819  -1.461